1.
77
Properties=species:S:1:pos:R:3:lowdin_charge:R:1 method="wB97M-V/def2-TZVPD" lumo_energy_ev=2.128 largest_force_ha_per_bohr=0.159 charge=-1 homo_lumo_gap_ev=6.10
C 2.31510 3.38979 2.18858 -0.15
O 2.60072 1.91940 2.08935 -0.26
C 2.04710 1.48217 0.80081 -0.25
B 0.64906 0.55743 0.96191 -1.00
C 1.16233 -0.94134 1.39470 -0.25
N 2.64823 -1.10029 1.59412 -0.06
N -0.16906 1.30036 1.97700 0.11
C -1.44924 0.89549 2.12999 -0.33
C -2.60163 2.11108 2.15229 -0.08
C -2.04851 -0.59980 2.40312 -0.11
P -0.07630 0.60914 -0.85279 0.64
O -0.62222 2.28111 -1.11076 -0.64
Br -1.83585 -0.79715 -1.10557 0.23
H 2.60594 3.83333 3.23557 0.08
H 2.88223 3.94910 1.31660 0.10
H 1.14823 3.60259 2.06141 0.06
H 2.81570 1.01580 0.05313 0.11
H 1.65637 2.47703 0.26628 0.09
H 0.82772 -1.79976 0.63622 0.07
H 0.65788 -1.25533 2.43049 0.11
H 3.09189 -1.64988 0.79970 0.05
H 2.74408 -1.76552 2.41740 0.06
H -2.48135 2.62214 3.22154 0.07
H -3.68598 1.61757 2.17507 0.07
H -2.49304 2.86467 1.26784 0.06
H -2.10624 -0.77622 3.57533 0.09
H -1.53723 -1.47083 1.81554 0.05
H -3.18640 -0.58818 2.04131 0.06
H -1.46703 2.44562 -0.60034 0.02
Cl 1.34692 -5.03392 1.89568 0.53
C 0.61438 -5.14832 0.27571 -0.66
C 1.64699 -5.43305 -0.80296 -0.66
Cl 2.74368 -4.05424 -1.06572 0.55
H 0.07474 -4.21622 0.08119 0.06
H -0.11586 -5.96199 0.31576 0.07
H 1.14563 -5.62433 -1.75634 0.07
H 2.25570 -6.30900 -0.55712 0.06
Cl -1.65308 1.50932 -2.58811 0.59
C -2.38562 1.39493 -4.20807 -0.59
C -1.35301 1.11019 -5.28674 -0.73
Cl -0.25632 2.48901 -5.54950 0.52
H -2.92526 2.32703 -4.40259 0.07
H -3.11586 0.58126 -4.16802 0.06
H -1.85437 0.91892 -6.24013 -0.02
H -0.74430 0.23425 -5.04091 0.06
Cl -1.52198 3.93114 6.73396 0.52
C 0.12285 4.44948 6.28692 -0.66
C 0.11378 5.66082 5.36852 -0.67
Cl -0.52955 5.27574 3.75274 0.56
H 0.63301 3.59794 5.82597 0.07
H 0.64175 4.69297 7.21878 0.07
H 1.13515 6.02508 5.22352 0.07
H -0.48282 6.47839 5.78552 0.06
Cl -4.23566 -1.82137 -1.15570 0.42
C -5.88868 -1.97113 -0.50833 -0.64
C -6.86337 -1.03062 -1.19850 -0.67
Cl -6.54141 0.67732 -0.80840 0.53
H -5.84807 -1.78920 0.57014 0.07
H -6.19739 -3.00867 -0.66677 0.07
H -7.88382 -1.24374 -0.86662 0.07
H -6.82941 -1.14254 -2.28687 0.07
Cl -2.10687 -1.21362 -7.13488 0.60
C -0.53718 -1.36174 -7.96441 -0.63
C 0.06594 -2.74850 -7.80941 -0.67
Cl 0.57860 -3.07632 -6.13531 0.55
H 0.12819 -0.58657 -7.57165 0.07
H -0.71773 -1.15070 -9.02260 0.07
H 0.95794 -2.83818 -8.43646 0.07
H -0.63948 -3.53054 -8.10780 0.07
Cl 7.51827 -1.78373 0.88750 0.52
C 6.98157 -1.58893 2.57511 -0.67
C 6.11716 -0.35281 2.76402 -0.66
Cl 7.04596 1.15446 2.56814 0.52
H 7.87089 -1.56018 3.21240 0.06
H 6.40922 -2.48571 2.83028 0.07
H 5.70333 -0.33977 3.77668 0.07
H 5.28299 -0.33211 2.05552 0.05

2.
65
Properties=species:S:1:pos:R:3:lowdin_charge:R:1 method="wB97M-V/def2-TZVPD" smiles="CCOC(=O)CCCBCC(=O)N(C)C.CCOCC.CCOCC" lumo_energy_ev=0.455 relative_energy_kcal_mol=0.0 largest_force_ha_per_bohr=0.011 charge=0 homo_lumo_gap_ev=9.61
C 2.20152 -4.13270 2.75846 -0.06
C 3.34940 -3.18270 3.00946 -0.23
O 3.38162 -2.16804 1.99358 -0.05
C 3.56600 -0.88286 2.44465 -0.50
O 4.58830 -0.30247 2.23734 0.15
C 2.36323 -0.25678 3.10792 -0.08
C 1.33801 0.21520 2.04487 -0.18
C 0.06124 -0.62733 2.02313 -0.16
B -1.01282 -0.31086 3.11533 -0.11
C -2.07276 -1.39209 3.55421 -0.07
C -3.45172 -1.07066 2.98241 -0.48
O -4.07825 -0.10880 3.36423 0.07
N -3.96520 -1.96256 2.07209 -0.17
C -3.14850 -2.62395 1.08210 -0.05
C -5.39304 -2.16221 1.99868 -0.05
H 2.33498 -4.63575 1.80166 0.08
H 2.14976 -4.88170 3.54835 0.08
H 1.26039 -3.58393 2.73178 0.06
H 3.26626 -2.72656 3.99981 0.12
H 4.30551 -3.70798 2.97579 0.12
H 1.89906 -0.98335 3.77933 0.12
H 2.72006 0.57162 3.71485 0.12
H 1.80031 0.19467 1.05682 0.09
H 1.10126 1.26125 2.23824 0.11
H 0.31363 -1.69341 2.05612 0.09
H -0.45340 -0.47414 1.06068 0.12
H -1.07153 0.77543 3.60844 0.09
H -1.76655 -2.40162 3.27821 0.09
H -2.22238 -1.34318 4.63488 0.12
H -2.10728 -2.33434 1.19693 0.07
H -3.46779 -2.33033 0.07786 0.10
H -3.22430 -3.71412 1.14956 0.09
H -5.60565 -3.23454 1.97598 0.09
H -5.87167 -1.72411 2.86936 0.09
H -5.83645 -1.72152 1.09978 0.09
C 2.67793 0.23792 -4.35242 -0.07
C 2.34414 0.93998 -3.04740 -0.28
O 1.66950 0.12478 -2.10627 -0.17
C 2.37870 -1.01933 -1.65927 -0.27
C 3.68162 -0.70312 -0.94828 -0.07
H 1.78441 -0.22248 -4.77647 0.08
H 3.07358 0.95828 -5.06913 0.08
H 3.42945 -0.54145 -4.21785 0.07
H 1.65866 1.76531 -3.24197 0.10
H 3.24867 1.37443 -2.60638 0.11
H 2.54782 -1.71987 -2.48534 0.11
H 1.69458 -1.51075 -0.96429 0.11
H 4.43618 -0.28966 -1.61938 0.08
H 4.09002 -1.61101 -0.50535 0.08
H 3.51012 0.02672 -0.15814 0.06
C -0.85706 2.96188 -2.29638 -0.08
C -0.67450 4.21051 -3.14164 -0.28
O -1.38536 4.18825 -4.36732 -0.16
C -2.79403 4.08777 -4.25891 -0.28
C -3.44231 5.24368 -3.51581 -0.08
H -0.63279 2.06789 -2.87990 0.07
H -0.18510 2.99132 -1.43763 0.08
H -1.87602 2.86887 -1.91732 0.07
H 0.37266 4.31212 -3.42972 0.11
H -0.93174 5.10447 -2.56174 0.11
H -3.07893 3.13386 -3.80002 0.11
H -3.15169 4.06417 -5.28855 0.12
H -3.17633 5.25263 -2.45796 0.07
H -4.52800 5.16339 -3.58151 0.08
H -3.13545 6.19592 -3.95053 0.08

3.
83
Properties=species:S:1:pos:R:3:lowdin_charge:R:1 method="wB97M-V/def2-TZVPD" lumo_energy_ev=-3.348 largest_force_ha_per_bohr=0.076 charge=+1 homo_lumo_gap_ev=7.83
Na 5.91973 20.54831 -8.39858 0.69
Na 1.07777 18.16486 -5.19726 0.60
Na 3.23815 20.96830 -3.07490 0.55
C 2.41426 16.37064 -1.79696 -0.70
F 3.62233 16.52341 -1.42897 0.18
F 2.34400 15.97948 -3.08443 0.11
F 1.84096 15.55032 -0.95707 0.18
S 1.48342 18.07297 -1.70325 0.59
O 1.96810 18.75114 -0.46749 -0.32
O 1.86023 18.75905 -2.96976 -0.41
O 0.06037 17.63699 -1.60709 -0.34
C 5.78690 17.18000 -4.50717 -0.57
F 5.94024 16.20927 -5.42764 0.12
F 4.99157 16.80096 -3.48639 0.12
F 6.97273 17.57549 -4.06657 0.16
S 4.78476 18.55073 -5.53891 0.61
O 4.56373 19.57182 -4.47207 -0.35
O 5.69164 18.92945 -6.61403 -0.34
O 3.54502 17.87841 -6.02225 -0.33
C 8.56840 18.93738 -8.23599 -0.12
O 7.65233 19.07802 -9.22817 -0.23
C 7.26448 17.89502 -9.88027 -0.16
C 6.01216 18.24152 -10.75751 -0.13
O 4.94512 18.79108 -9.96713 -0.21
C 4.25137 17.79832 -9.23191 -0.11
H 9.44879 18.55719 -8.75413 0.10
H 8.22623 18.25524 -7.45773 0.10
H 8.88323 19.86505 -7.75808 0.10
H 7.03474 17.07611 -9.19858 0.13
H 8.12051 17.52163 -10.44233 0.14
H 5.68683 17.35294 -11.29849 0.13
H 6.33355 18.99299 -11.47868 0.13
H 3.48752 18.38460 -8.72112 0.08
H 4.78393 17.15522 -8.53127 0.09
H 3.65897 17.26162 -9.97294 0.09
C 8.86990 14.69772 -4.42787 -0.08
O 7.90530 13.76701 -3.79145 -0.20
C 8.12937 13.48402 -2.37374 -0.15
C 9.59711 13.01313 -2.06782 -0.26
O 9.86632 11.87332 -2.77913 -0.18
C 11.17654 11.37148 -2.57122 -0.09
H 8.51080 14.74673 -5.45585 0.08
H 9.86339 14.25430 -4.49454 0.07
H 8.99752 15.68645 -3.98715 0.08
H 7.43869 12.70951 -2.04026 0.12
H 7.98985 14.37727 -1.76485 0.11
H 9.64547 12.75850 -1.00908 0.12
H 10.27222 13.84270 -2.27790 0.11
H 11.99190 12.03153 -2.86723 0.09
H 11.32938 10.40475 -3.05099 0.09
H 11.24773 11.17334 -1.50175 0.08
C 4.05378 23.97155 -2.78794 -0.06
O 4.59736 22.78952 -2.14790 -0.23
C 4.26973 22.78042 -0.75598 -0.17
C 4.88624 21.55251 -0.16182 -0.18
O 4.57978 20.48475 -1.01542 -0.24
C 5.23469 19.15939 -0.92914 -0.02
H 4.60590 24.90736 -2.70124 0.10
H 3.05098 24.04762 -2.36755 0.09
H 3.81538 23.64499 -3.80018 0.09
H 3.18887 22.86083 -0.64031 0.13
H 4.68152 23.71598 -0.37747 0.14
H 4.53018 21.27612 0.83062 0.14
H 5.97300 21.54199 -0.07857 0.13
H 5.01287 18.71891 0.04290 0.10
H 6.30968 19.21564 -1.10047 0.09
H 4.95753 18.52477 -1.77089 0.06
C 2.71909 14.52994 -8.53650 -0.12
O 1.36224 14.82923 -8.34508 -0.14
C 1.25084 16.18149 -7.89989 -0.20
C -0.15058 16.77097 -8.12283 -0.16
O -0.11100 18.03891 -7.47173 -0.23
C -1.28658 18.83581 -7.50270 -0.07
H 2.67577 13.44095 -8.55427 0.10
H 3.43412 14.79895 -7.75904 0.09
H 3.14112 14.80086 -9.50428 0.08
H 1.96336 16.87887 -8.34044 0.10
H 1.43864 16.15719 -6.82646 0.12
H -0.84444 16.04563 -7.69793 0.14
H -0.30312 16.74454 -9.20178 0.14
H -1.93454 18.30614 -6.80436 0.10
H -1.73547 18.83075 -8.49596 0.10
H -1.25252 19.85829 -7.12658 0.09

| no. | energy (eV) |
| --- | --- |
| 1 | -256662.5018 |
| 2 | -31717.3509 |
| 3 | -99197.7411 |